Entry 1:
{"formula": "C26H8F15GeNO5S5Tc", "method": "wB97M-V/def2-TZVPD", "total_energy_ha": -7073.13397, "multiplicity": 4, "mol_weight_g_mol": 1030.27, "largest_force_ev_per_a": 4.42, "orbital_gap_ha": [0.2193, 0.2092], "homo_ev": [-8.1, -7.9], "species": ["Tc", "O", "C", "O", "C", "C", "C", "C", "C", "N", "C", "O", "O", "H", "H", "H", "H", "H", "S", "S", "S", "S", "F", "C", "C", "C", "F", "C", "F", "C", "F", "C", "F", "Ge", "S", "C", "C", "F", "C", "F", "C", "F", "C", "F", "C", "F", "C", "C", "F", "C", "F", "C", "F", "C", "F", "C", "F", "C", "O", "H", "H", "H"], "positions_angstrom": [[-5.443, -2.947, 20.652], [-5.584, -0.680, 24.200], [-5.796, -1.408, 23.102], [-5.066, -1.199, 22.066], [-6.926, -2.325, 23.156], [-7.728, -2.365, 24.311], [-8.967, -3.005, 24.248], [-9.339, -3.543, 23.032], [-8.446, -3.486, 21.935], [-7.248, -3.004, 22.021], [-9.112, -3.592, 20.604], [-8.710, -4.570, 19.742], [-9.954, -2.820, 20.246], [-4.724, -0.152, 24.173], [-7.372, -1.783, 25.188], [-9.614, -2.934, 25.109], [-10.371, -3.822, 22.791], [-7.750, -4.896, 19.884], [-2.853, -2.956, 22.661], [-2.207, -2.210, 20.863], [-3.568, -2.625, 19.531], [-4.347, -4.263, 22.206], [-4.815, -3.680, 14.393], [-4.330, -4.810, 14.960], [-4.843, -5.340, 16.169], [-4.221, -6.514, 16.517], [-4.574, -7.148, 17.631], [-3.272, -7.198, 15.766], [-2.854, -8.439, 16.127], [-2.819, -6.637, 14.597], [-1.870, -7.299, 13.902], [-3.287, -5.401, 14.190], [-2.874, -4.832, 13.057], [-6.421, -4.612, 17.236], [-5.815, -4.999, 19.414], [-6.866, -2.743, 16.733], [-5.906, -1.745, 16.438], [-4.582, -2.089, 16.645], [-6.190, -0.422, 16.086], [-5.158, 0.446, 15.711], [-7.504, -0.034, 16.208], [-7.880, 1.226, 16.171], [-8.518, -1.009, 16.401], [-9.799, -0.510, 16.370], [-8.204, -2.326, 16.655], [-9.175, -3.222, 16.856], [-7.887, -5.839, 16.754], [-8.426, -6.870, 17.549], [-7.918, -7.236, 18.706], [-9.543, -7.604, 17.132], [-10.028, -8.575, 17.983], [-10.086, -7.418, 15.834], [-11.281, -7.964, 15.436], [-9.366, -6.560, 14.975], [-9.663, -6.551, 13.645], [-8.423, -5.694, 15.481], [-7.951, -4.766, 14.627], [-6.591, -0.421, 19.666], [-6.645, -1.841, 19.546], [-5.807, 0.005, 18.964], [-6.416, -0.038, 20.674], [-7.527, 0.049, 19.218]]}


Entry 2:
{"formula": "C2H7N2O", "method": "wB97M-V/def2-TZVPD", "total_energy_ha": -264.84482, "smiles": "CC(=[NH2+])ON", "mol_weight_g_mol": 75.09, "largest_force_ev_per_a": 4.62, "orbital_gap_ha": 0.4380, "charge": 1, "homo_ev": -15.9, "species": ["C", "C", "N", "N", "O", "H", "H", "H", "H", "H", "H", "H"], "positions_angstrom": [[0.143, 0.096, -0.002], [1.457, 0.700, -0.087], [-2.132, 0.092, -0.060], [0.116, -1.214, -0.178], [-0.923, 0.802, 0.225], [2.066, 0.103, 0.618], [1.368, 1.707, 0.286], [1.847, 0.598, -1.009], [-2.796, 0.905, -0.277], [1.020, -1.656, -0.316], [-0.780, -1.701, -0.322], [-2.557, -0.389, 0.819]]}


Entry 3:
{"formula": "C17H25N5S", "method": "wB97M-V/def2-TZVPD", "total_energy_ha": -1334.77783, "smiles": "CCN(CC)CCNC(=S)N1CCn2c(nc3ccccc32)C1", "mol_weight_g_mol": 331.49, "largest_force_ev_per_a": 0.82, "orbital_gap_ha": 0.3162, "homo_ev": -8.1, "species": ["C", "H", "H", "H", "C", "N", "C", "H", "C", "N", "C", "N", "C", "C", "N", "C", "N", "C", "C", "C", "C", "C", "C", "H", "H", "H", "H", "C", "H", "H", "H", "H", "H", "H", "S", "H", "H", "H", "H", "C", "C", "H", "H", "H", "H", "H", "H", "H"], "positions_angstrom": [[5.135, 1.414, -0.472], [6.094, 0.918, -0.367], [4.874, 1.457, -1.527], [5.233, 2.428, -0.092], [4.052, 0.668, 0.309], [4.366, 0.625, 1.728], [3.483, 1.356, 2.597], [3.999, 1.503, 3.551], [2.112, 0.709, 2.924], [1.190, 0.731, 1.816], [0.860, -0.349, 1.077], [0.061, -0.144, -0.006], [-0.175, -1.196, -0.968], [-1.637, -1.634, -0.913], [-2.435, -0.462, -1.143], [-2.008, 0.805, -0.875], [-2.863, 1.728, -1.209], [-3.937, 1.055, -1.737], [-5.135, 1.531, -2.256], [-6.041, 0.605, -2.726], [-5.778, -0.766, -2.690], [-4.597, -1.263, -2.178], [-3.682, -0.338, -1.704], [-4.398, -2.324, -2.146], [-6.519, -1.453, -3.070], [-6.982, 0.943, -3.136], [-5.336, 2.590, -2.283], [-0.684, 1.076, -0.234], [-0.125, 1.774, -0.877], [-0.888, 1.581, 0.716], [-1.860, -2.065, 0.071], [-1.850, -2.381, -1.681], [0.056, -0.814, -1.970], [0.485, -2.032, -0.731], [1.387, -1.871, 1.473], [0.981, 1.649, 1.452], [2.251, -0.333, 3.217], [1.661, 1.256, 3.759], [3.313, 2.343, 2.156], [4.766, -0.678, 2.225], [6.143, -1.079, 1.706], [6.120, -1.260, 0.635], [6.864, -0.293, 1.915], [6.466, -1.994, 2.198], [4.810, -0.615, 3.315], [4.040, -1.462, 1.958], [3.944, -0.348, -0.086], [3.100, 1.183, 0.143]]}


Entry 4:
{"formula": "C9H13N4OP", "method": "wB97M-V/def2-TZVPD", "total_energy_ha": -986.22274, "smiles": "C#C/N=C/[C@@H](O)N(C)P(C)n1ccnc1", "mol_weight_g_mol": 224.20, "largest_force_ev_per_a": 3.52, "orbital_gap_ha": 0.3430, "homo_ev": -8.9, "species": ["C", "C", "C", "C", "C", "C", "C", "C", "C", "N", "N", "N", "N", "O", "P", "H", "H", "H", "H", "H", "H", "H", "H", "H", "H", "H", "H", "H"], "positions_angstrom": [[-2.027, -2.213, 2.598], [-1.761, -1.073, 2.413], [0.328, -2.869, -1.165], [0.421, -1.546, -1.354], [1.063, -2.034, 0.607], [-0.806, 0.949, 1.813], [-1.128, 1.133, -1.199], [2.211, 0.947, -1.615], [-0.707, 2.167, 0.932], [0.709, -3.170, 0.098], [-1.792, 0.167, 1.805], [0.814, -0.941, -0.186], [-0.152, 1.681, -0.344], [0.079, 3.168, 1.550], [1.326, 0.703, -0.008], [-2.136, -3.256, 2.582], [0.085, -3.702, -1.877], [0.385, -0.999, -2.298], [1.215, -1.892, 1.599], [0.038, 0.694, 2.482], [-1.939, 1.900, -1.301], [-0.797, 1.115, -2.196], [-1.708, 0.245, -0.811], [1.603, 0.780, -2.584], [2.232, 2.027, -1.570], [3.163, 0.340, -1.746], [0.996, 3.162, 1.102], [-1.713, 2.517, 0.674]]}


Entry 5:
{"formula": "C35H36GaNP2", "method": "wB97M-V/def2-TZVPD", "total_energy_ha": -4016.98612, "mol_weight_g_mol": 602.35, "largest_force_ev_per_a": 0.99, "orbital_gap_ha": 0.2441, "charge": 2, "homo_ev": -13.9, "species": ["Ga", "C", "C", "P", "C", "C", "C", "C", "C", "C", "C", "C", "C", "C", "C", "C", "P", "C", "C", "C", "C", "C", "C", "C", "C", "C", "C", "C", "C", "H", "H", "H", "H", "H", "H", "H", "H", "H", "H", "H", "H", "H", "H", "H", "H", "H", "H", "H", "H", "H", "H", "H", "H", "C", "N", "C", "C", "C", "C", "C", "C", "C", "C", "H", "H", "H", "H", "H", "H", "H", "H", "H", "H", "H", "H"], "positions_angstrom": [[-0.331, 0.936, 0.549], [0.621, 0.341, -2.491], [0.110, -1.031, -2.029], [-1.645, -0.875, -1.461], [-1.557, -1.099, 0.391], [-0.878, -2.161, 1.041], [-1.401, -2.747, 2.173], [-2.629, -2.313, 2.677], [-3.303, -1.252, 2.091], [-2.762, -0.634, 0.974], [-2.358, -2.455, -2.012], [-3.662, -2.407, -2.496], [-4.289, -3.568, -2.931], [-3.613, -4.776, -2.882], [-2.309, -4.831, -2.397], [-1.683, -3.675, -1.960], [1.964, 1.268, -1.654], [3.473, 0.355, -2.093], [3.528, -0.990, -2.461], [4.743, -1.575, -2.782], [5.913, -0.827, -2.730], [5.868, 0.512, -2.369], [4.651, 1.101, -2.058], [1.961, 0.844, 0.226], [2.000, -0.424, 0.854], [2.687, -0.623, 2.047], [3.439, 0.408, 2.583], [3.442, 1.667, 1.982], [2.669, 1.900, 0.867], [-0.219, 1.035, -2.552], [0.993, 0.287, -3.519], [0.743, -1.484, -1.273], [0.101, -1.736, -2.861], [-0.002, -2.601, 0.585], [-0.895, -3.585, 2.635], [-3.059, -2.815, 3.534], [-4.254, -0.924, 2.488], [-3.318, 0.147, 0.464], [-4.185, -1.460, -2.555], [-5.299, -3.523, -3.313], [-4.098, -5.680, -3.225], [-1.782, -5.775, -2.367], [-0.667, -3.740, -1.587], [2.628, -1.590, -2.520], [4.779, -2.615, -3.078], [6.859, -1.285, -2.985], [6.774, 1.101, -2.347], [4.616, 2.155, -1.805], [1.598, -1.289, 0.360], [2.703, -1.605, 2.502], [4.042, 0.230, 3.464], [4.044, 2.464, 2.398], [2.672, 2.880, 0.404], [0.296, 2.561, 2.998], [-0.637, 1.493, 2.553], [-0.666, 0.451, 3.601], [-1.981, 2.122, 2.389], [-1.987, 2.980, 1.150], [-2.697, 4.171, 1.071], [-2.690, 4.898, -0.110], [-1.974, 4.451, -1.214], [-1.256, 3.265, -1.147], [-1.262, 2.542, 0.042], [-0.123, 3.038, 3.887], [0.425, 3.314, 2.224], [1.249, 2.116, 3.252], [-0.946, 0.901, 4.556], [0.322, 0.005, 3.695], [-1.390, -0.316, 3.341], [-2.226, 2.702, 3.282], [-2.715, 1.318, 2.311], [-3.258, 4.527, 1.927], [-3.242, 5.826, -0.168], [-1.971, 5.031, -2.127], [-0.694, 2.940, -2.008]]}


Entry 6:
{"formula": "C18H9Cl4N3O2PtS", "method": "wB97M-V/def2-TZVPD", "total_energy_ha": -3363.71972, "mol_weight_g_mol": 668.25, "largest_force_ev_per_a": 1.82, "orbital_gap_ha": [0.1769, 0.1764], "charge": 2, "homo_ev": [-13.5, -13.5], "species": ["Pt", "N", "C", "C", "C", "C", "C", "C", "S", "N", "C", "C", "C", "C", "C", "C", "N", "H", "H", "H", "H", "H", "H", "H", "H", "H", "Cl", "C", "C", "Cl", "C", "Cl", "C", "O", "C", "O", "C", "Cl"], "positions_angstrom": [[0.415, 1.454, 0.179], [0.848, -2.413, -1.410], [-0.325, -3.231, -1.342], [-0.302, -4.484, -1.915], [-1.453, -5.264, -1.913], [-2.617, -4.780, -1.346], [-2.628, -3.524, -0.747], [-1.477, -2.762, -0.732], [-1.492, -1.237, 0.177], [-0.024, -0.532, -0.346], [0.898, -1.138, -1.028], [2.087, -0.322, -1.340], [3.055, -0.616, -2.271], [4.106, 0.277, -2.451], [4.158, 1.429, -1.683], [3.150, 1.662, -0.766], [2.133, 0.807, -0.615], [1.661, -2.824, -1.839], [0.610, -4.858, -2.365], [-1.431, -6.249, -2.358], [-3.516, -5.380, -1.350], [-3.529, -3.153, -0.274], [2.991, -1.506, -2.881], [4.878, 0.067, -3.179], [4.967, 2.138, -1.784], [3.158, 2.528, -0.116], [-3.686, 5.877, 3.370], [-2.601, 4.645, 3.072], [-1.874, 4.051, 4.267], [-2.260, 4.654, 5.788], [-0.947, 3.090, 4.128], [-0.085, 2.401, 5.417], [-0.656, 2.601, 2.789], [0.175, 1.757, 2.528], [-1.478, 3.151, 1.594], [-1.281, 2.622, 0.490], [-2.407, 4.210, 1.802], [-3.219, 4.852, 0.449]]}